Entry 1:
{
  "formula": "C22H61N6O9",
  "method": "ωB97M-V/def2-TZVPD",
  "largest_force_ev_per_a": 3.780,
  "total_charge": -1,
  "total_energy_ha": -1880.23646,
  "elements": ["N", "O", "O", "O", "C", "C", "C", "O", "C", "N", "H", "H", "H", "H", "H", "H", "H", "H", "H", "H", "H", "C", "C", "C", "O", "C", "N", "H", "H", "H", "H", "H", "H", "H", "H", "H", "H", "H", "C", "C", "C", "O", "C", "N", "H", "H", "H", "H", "H", "H", "H", "H", "H", "H", "H", "C", "C", "C", "O", "C", "N", "H", "H", "H", "H", "H", "H", "H", "H", "H", "H", "H", "C", "C", "C", "O", "C", "N", "H", "H", "H", "H", "H", "H", "H", "H", "H", "H", "H", "C", "C", "O", "H", "H", "H", "H", "H", "H"],
  "coordinates": [[0.608, -0.812, -0.941], [0.971, -0.756, 0.246], [0.310, 0.225, -1.517], [0.343, -1.902, -1.434], [3.086, 2.551, -2.040], [2.640, 2.762, -0.668], [3.448, 3.891, 0.094], [3.263, 3.679, 1.495], [4.051, 4.539, 2.335], [1.231, 2.975, -0.602], [4.111, 2.181, -2.006], [2.950, 3.350, -2.769], [2.493, 1.706, -2.393], [2.985, 1.855, -0.171], [3.069, 4.867, -0.207], [4.494, 3.797, -0.200], [3.730, 4.485, 3.376], [3.920, 5.534, 1.910], [5.111, 4.286, 2.311], [0.917, 2.990, 0.358], [0.745, 2.133, -0.876], [-1.916, 1.065, 1.331], [-0.736, 1.728, 2.072], [-0.826, 3.169, 2.662], [-1.922, 3.215, 3.605], [-1.787, 4.151, 4.708], [-0.345, 0.714, 3.060], [-1.504, 0.206, 0.801], [-2.351, 1.694, 0.554], [-2.686, 0.806, 2.057], [0.023, 1.755, 1.289], [-1.077, 3.887, 1.881], [0.132, 3.522, 3.044], [-1.699, 5.209, 4.463], [-0.893, 3.925, 5.289], [-2.641, 4.080, 5.381], [0.324, 1.272, 3.572], [-1.106, 0.821, 3.717], [-2.610, -3.621, 0.082], [-1.858, -2.868, 1.261], [-2.718, -2.333, 2.499], [-1.912, -1.561, 3.379], [-2.781, -0.817, 4.317], [-0.876, -3.797, 1.896], [-1.961, -3.640, -0.794], [-3.495, -3.006, -0.081], [-2.944, -4.590, 0.453], [-1.164, -2.152, 0.819], [-3.067, -3.202, 3.057], [-3.597, -1.730, 2.272], [-2.279, -0.169, 5.035], [-3.430, -1.473, 4.898], [-3.406, -0.117, 3.763], [-0.527, -4.297, 1.091], [-1.436, -4.472, 2.395], [-3.738, -1.715, -2.993], [-3.605, -0.215, -3.130], [-4.158, 0.671, -1.981], [-5.385, 0.275, -1.459], [-6.375, 0.520, -2.435], [-2.167, 0.104, -3.179], [-4.662, -2.232, -2.734], [-3.118, -2.011, -2.147], [-3.290, -2.284, -3.808], [-4.083, 0.275, -3.979], [-4.087, 1.742, -2.174], [-3.567, 0.602, -1.067], [-6.244, 1.438, -3.008], [-7.362, 0.546, -1.973], [-6.376, -0.330, -3.118], [-1.811, -0.339, -2.344], [-1.765, -0.431, -3.935], [3.314, -3.987, -1.181], [3.142, -3.444, 0.230], [3.807, -2.021, 0.305], [3.431, -1.379, 1.488], [4.144, -0.219, 1.725], [1.724, -3.563, 0.527], [4.334, -3.817, -1.525], [2.741, -3.407, -1.905], [2.886, -4.989, -1.185], [3.696, -4.151, 0.848], [3.685, -1.399, -0.581], [4.878, -2.170, 0.441], [5.127, -0.411, 2.154], [3.531, 0.390, 2.390], [4.466, 0.191, 0.767], [1.553, -4.540, 0.335], [1.156, -3.032, -0.117], [3.135, -0.410, -5.067], [1.939, -1.172, -4.463], [0.962, -0.253, -4.222], [3.679, -1.005, -5.802], [3.812, -0.200, -4.239], [2.963, 0.578, -5.494], [2.177, -1.783, -3.592], [1.458, -1.835, -5.182], [0.642, -0.299, -3.319]]
}

***

Entry 2:
{
  "formula": "C12H21IrN2O2P",
  "method": "ωB97M-V/def2-TZVPD",
  "largest_force_ev_per_a": 8.563,
  "total_charge": 3,
  "multiplicity": 7,
  "total_energy_ha": -1174.03690,
  "elements": ["C", "C", "N", "C", "C", "C", "C", "C", "P", "H", "H", "H", "C", "C", "H", "H", "H", "C", "C", "H", "H", "H", "H", "H", "H", "H", "H", "H", "H", "H", "H", "Ir", "H", "O", "H", "H", "N", "O", "C"],
  "coordinates": [[-0.433, 2.490, -0.639], [-0.156, 1.331, -1.560], [-0.061, 0.110, -0.959], [-0.203, -1.042, -1.675], [0.141, -0.922, -3.011], [0.210, 0.301, -3.658], [-0.002, 1.482, -2.948], [-0.268, -2.429, -1.024], [0.053, -2.042, 0.712], [-0.010, 2.483, -3.426], [0.306, -1.858, -3.505], [0.398, 0.341, -4.722], [1.663, 2.732, 0.627], [-0.517, 2.969, 1.766], [0.564, -3.106, -1.378], [-1.498, 2.603, -0.419], [-0.075, 3.468, -0.991], [1.596, -3.014, 0.865], [-1.105, -2.951, 1.771], [1.711, -3.349, 1.894], [1.528, -3.873, 0.186], [2.436, -2.381, 0.564], [-0.972, -2.735, 2.844], [-2.098, -2.630, 1.437], [-0.962, -4.026, 1.614], [-0.522, 4.036, 1.531], [-1.527, 2.567, 1.755], [-0.058, 2.794, 2.742], [1.639, 3.790, 0.392], [2.135, 2.556, 1.586], [2.173, 2.175, -0.145], [0.189, 0.093, 1.154], [1.730, -0.165, 1.515], [-3.036, -0.044, -0.626], [-0.990, -3.228, -1.142], [-3.500, -0.917, -0.837], [0.234, 2.229, 0.694], [-0.481, 0.057, 4.077], [-0.228, 0.106, 2.939]]
}

***

Entry 3:
{
  "formula": "C32H36F6I2N2O12P2S",
  "method": "ωB97M-V/def2-TZVPD",
  "smiles": "C/C(I)=C(\\I)N1C(=O)c2c([PH2]=O)c(OCCNC[C@@H](C)O)c(CC(=O)c3ccccc3)c(P(O)(O)=S)c2C1=O.CCOC(=O)C(F)(F)F.CCOC(=O)C(F)(F)F",
  "largest_force_ev_per_a": 1.674,
  "total_charge": 0,
  "total_energy_ha": -4528.91025,
  "elements": ["C", "C", "I", "C", "I", "N", "C", "O", "C", "C", "P", "O", "C", "O", "C", "C", "N", "C", "C", "C", "O", "C", "C", "C", "O", "C", "C", "C", "C", "C", "C", "C", "P", "O", "O", "S", "C", "C", "O", "H", "H", "H", "H", "H", "H", "H", "H", "H", "H", "H", "H", "H", "H", "H", "H", "H", "H", "H", "H", "H", "H", "H", "H", "H", "H", "C", "C", "O", "C", "O", "C", "F", "F", "F", "H", "H", "H", "H", "H", "C", "C", "O", "C", "O", "C", "F", "F", "F", "H", "H", "H", "H", "H"],
  "coordinates": [[6.247, 3.111, -0.111], [6.203, 1.974, -1.092], [7.558, 0.433, -0.652], [5.412, 1.939, -2.162], [4.218, 3.638, -2.541], [5.306, 0.846, -3.052], [4.648, -0.322, -2.521], [5.133, -1.306, -2.094], [3.183, -0.107, -2.817], [2.062, -0.585, -2.166], [2.247, -1.571, -0.660], [2.328, -3.029, -0.904], [0.819, -0.252, -2.718], [-0.322, -0.691, -2.088], [-0.554, -2.126, -2.274], [-2.039, -2.402, -2.387], [-2.706, -2.222, -1.097], [-3.747, -1.203, -1.057], [-3.819, -0.529, 0.296], [-2.563, 0.312, 0.589], [-5.001, 0.258, 0.272], [0.720, 0.536, -3.870], [-0.674, 0.890, -4.314], [-0.926, 2.358, -3.959], [-0.053, 3.168, -4.088], [-2.247, 2.776, -3.409], [-3.173, 1.879, -2.872], [-4.367, 2.359, -2.344], [-4.660, 3.719, -2.355], [-3.743, 4.621, -2.899], [-2.547, 4.144, -3.424], [1.887, 0.987, -4.543], [1.929, 1.911, -6.144], [2.721, 0.875, -7.097], [0.463, 2.000, -6.805], [2.769, 3.617, -6.143], [3.117, 0.678, -3.951], [4.552, 1.038, -4.303], [5.021, 1.321, -5.334], [6.862, 2.828, 0.734], [5.251, 3.274, 0.290], [6.628, 4.016, -0.571], [1.213, -1.225, 0.229], [3.464, -1.131, -0.110], [-0.187, -2.669, -1.407], [-0.018, -2.451, -3.161], [-2.120, -3.441, -2.702], [-2.451, -1.742, -3.148], [-2.021, -2.053, -0.376], [-3.621, -0.432, -1.819], [-4.712, -1.673, -1.242], [-3.905, -1.324, 1.041], [-1.966, -0.163, 1.361], [-2.822, 1.319, 0.897], [-1.951, 0.368, -0.308], [-4.887, 1.006, 0.861], [-0.856, 0.709, -5.362], [-1.393, 0.308, -3.760], [-2.948, 0.827, -2.866], [-5.068, 1.653, -1.920], [-5.577, 4.106, -1.941], [-3.930, 5.681, -2.929], [-1.820, 4.825, -3.836], [2.257, 0.025, -7.098], [0.174, 1.134, -7.121], [2.599, -3.435, 5.170], [3.108, -2.516, 4.084], [2.202, -1.408, 3.885], [2.325, -0.395, 4.727], [3.100, -0.294, 5.629], [1.317, 0.705, 4.346], [0.108, 0.189, 4.081], [1.739, 1.352, 3.250], [1.186, 1.587, 5.329], [1.584, -3.762, 4.944], [3.238, -4.313, 5.261], [2.572, -2.926, 6.134], [3.146, -3.039, 3.130], [4.111, -2.151, 4.299], [-3.911, -0.574, 7.655], [-3.053, -0.623, 6.410], [-2.280, -1.839, 6.357], [-2.908, -2.912, 5.901], [-4.041, -2.980, 5.530], [-1.928, -4.097, 5.865], [-1.205, -4.169, 6.989], [-1.080, -3.943, 4.837], [-2.572, -5.247, 5.711], [-3.296, -0.702, 8.546], [-4.426, 0.384, 7.718], [-4.657, -1.368, 7.649], [-2.322, 0.182, 6.415], [-3.651, -0.526, 5.504]]
}